Entry 1:
{"formula": "C37H36CoFN8O5", "method": "ωB97M-V with the def2-TZVPD basis set", "s_squared": 0.76, "multiplicity": 2, "total_charge": 1, "homo_energy_ev": [-8.28, -8.23], "gap_ev": [5.13, 5.09], "largest_force_ha_per_bohr": 0.017, "species": ["Co", "C", "C", "N", "C", "C", "C", "C", "C", "C", "C", "N", "C", "C", "C", "C", "C", "C", "C", "C", "N", "C", "H", "H", "H", "H", "H", "H", "H", "H", "H", "H", "H", "H", "C", "O", "C", "O", "N", "N", "H", "H", "H", "H", "H", "H", "F", "C", "C", "C", "C", "O", "C", "C", "N", "C", "C", "C", "C", "C", "C", "N", "C", "C", "N", "C", "C", "C", "O", "O", "H", "H", "H", "H", "H", "H", "H", "H", "H", "H", "H", "H", "H", "H", "H", "H", "H", "H"], "coordinates": [[-0.21734, -0.89567, -0.26847], [2.33003, -2.08761, -3.46727], [1.17867, -1.79035, -2.71736], [1.22084, -1.42151, -1.46187], [2.44015, -1.30291, -0.84815], [3.64065, -1.59252, -1.51594], [3.55271, -1.99888, -2.86702], [4.86781, -1.43894, -0.82526], [4.85768, -0.98278, 0.46144], [3.65699, -0.66889, 1.13279], [2.43866, -0.82621, 0.50445], [1.18082, -0.52680, 0.96082], [0.74490, -0.42173, 2.23574], [1.39929, -0.63286, 3.44569], [0.71238, -0.47071, 4.66246], [-0.60176, -0.08561, 4.74024], [-1.31646, 0.13309, 3.53642], [-2.65957, 0.57200, 3.46063], [-3.25395, 0.75352, 2.24183], [-2.54068, 0.43020, 1.07360], [-1.30237, 0.00266, 1.11772], [-0.65753, -0.08399, 2.31549], [2.22108, -2.38937, -4.49898], [0.19974, -1.89246, -3.16757], [4.46106, -2.23049, -3.40962], [5.79417, -1.66863, -1.33513], [5.79316, -0.83979, 0.98730], [3.71313, -0.24545, 2.12374], [2.43417, -0.93554, 3.47193], [1.27038, -0.63180, 5.57871], [-1.08728, 0.08415, 5.69310], [-3.19997, 0.78639, 4.37605], [-4.26850, 1.11814, 2.15590], [-3.00277, 0.48090, 0.09571], [-2.24851, 3.93408, -2.84967], [-1.38257, 3.06379, -2.13160], [-1.41060, 1.73094, -2.35230], [-0.66543, 1.01782, -1.71020], [-2.25619, 1.28716, -3.30326], [-2.44382, -0.09113, -3.55252], [-2.04864, 4.93111, -2.46993], [-3.29924, 3.69328, -2.67069], [-2.03392, 3.91552, -3.92038], [-2.88492, 1.89647, -3.79034], [-1.58720, -0.53137, -3.22901], [-3.12648, -0.43584, -2.87682], [1.08465, -4.69215, 5.11453], [-0.08701, -4.32543, 4.53652], [-0.10468, -3.91223, 3.23666], [-1.32184, -3.57424, 2.64530], [-1.30832, -3.07683, 1.25509], [-0.23412, -2.97376, 0.65601], [-2.59640, -2.72422, 0.71750], [-3.69811, -2.86884, 1.49606], [-3.69886, -3.27694, 2.79093], [-4.93623, -3.32781, 3.53099], [-5.90415, -2.19823, 3.36922], [-5.13324, -2.34038, 4.64757], [-2.50642, -3.65271, 3.38786], [-2.45780, -4.07533, 4.72271], [-1.25026, -4.40134, 5.30436], [-1.22859, -4.81786, 6.67523], [-0.25927, -4.16987, 7.53829], [-0.67484, -4.37417, 8.98146], [-0.73953, -5.85891, 9.24567], [-1.67456, -6.56184, 8.29402], [-1.24546, -6.25515, 6.87234], [-2.82886, -2.09660, -0.65261], [-3.97929, -2.11018, -1.08733], [-1.84073, -1.53440, -1.23303], [0.80031, -3.83364, 2.64834], [-4.66006, -2.61922, 1.06954], [-5.33761, -4.32676, 3.65718], [-6.95559, -2.44378, 3.36211], [-5.61483, -1.38998, 2.71237], [-5.65111, -2.67212, 5.53680], [-4.32228, -1.64200, 4.80846], [-3.35085, -4.11512, 5.32872], [-0.23690, -3.10206, 7.32254], [0.76384, -4.55033, 7.40174], [-1.67056, -3.97943, 9.17368], [0.04088, -3.94721, 9.68140], [-1.02299, -6.03489, 10.20977], [0.19955, -6.25030, 9.13611], [-2.66985, -6.17010, 8.49503], [-1.63879, -7.62615, 8.51808], [-1.95905, -6.71183, 6.18848], [-0.26235, -6.71598, 6.67464]], "forces_ev_per_angstrom": [[-0.743, 0.419, -0.158], [0.057, -0.008, 0.046], [-0.136, -0.160, -0.092], [0.342, -0.132, 0.009], [0.088, 0.069, -0.048], [0.007, 0.013, -0.012], [-0.062, -0.011, 0.016], [0.010, -0.008, 0.015], [-0.018, -0.015, -0.015], [0.029, 0.012, 0.004], [-0.059, -0.058, 0.052], [0.140, 0.049, -0.092], [-0.035, -0.045, -0.006], [-0.002, 0.028, -0.022], [-0.016, 0.014, 0.050], [0.022, -0.001, 0.016], [0.039, -0.005, -0.044], [0.002, 0.008, -0.032], [-0.019, 0.007, 0.024], [0.014, -0.061, 0.011], [-0.008, -0.212, 0.211], [0.051, 0.040, -0.012], [0.018, 0.002, -0.004], [-0.067, 0.038, 0.076], [-0.002, 0.012, -0.013], [0.007, 0.010, 0.008], [0.006, -0.003, -0.009], [-0.004, -0.011, -0.008], [-0.014, 0.005, -0.012], [-0.011, -0.004, 0.002], [-0.001, 0.002, 0.001], [0.001, 0.001, 0.002], [-0.002, 0.006, 0.019], [0.001, -0.021, -0.017], [-0.001, 0.019, -0.043], [0.050, -0.029, 0.005], [-0.074, 0.178, 0.074], [0.132, -0.057, 0.041], [-0.210, -0.019, 0.104], [-0.004, 0.126, 0.027], [0.003, -0.003, 0.003], [0.005, -0.010, 0.010], [0.002, -0.013, 0.004], [0.107, 0.015, -0.106], [-0.042, -0.024, -0.123], [0.047, -0.053, -0.069], [-0.031, 0.015, 0.003], [0.065, -0.068, -0.023], [0.017, 0.011, -0.006], [-0.034, 0.009, 0.083], [-0.033, -0.016, -0.092], [-0.045, 0.023, 0.056], [-0.014, 0.009, -0.027], [0.024, -0.006, 0.048], [-0.026, -0.039, -0.073], [-0.004, 0.040, 0.020], [0.041, -0.012, 0.015], [0.001, -0.022, -0.034], [0.033, 0.034, -0.025], [0.045, 0.063, 0.051], [-0.018, 0.022, -0.013], [-0.121, -0.045, -0.001], [-0.002, 0.046, 0.017], [0.012, 0.002, -0.022], [0.000, -0.007, 0.027], [0.003, 0.009, -0.028], [0.095, -0.030, 0.011], [-0.022, -0.001, -0.024], [0.005, 0.017, -0.030], [0.435, -0.181, 0.174], [0.007, -0.004, 0.008], [-0.009, -0.004, 0.008], [-0.011, 0.003, -0.008], [-0.002, 0.005, -0.006], [-0.028, 0.004, -0.008], [0.006, 0.000, 0.004], [-0.008, 0.012, 0.020], [0.002, -0.016, -0.005], [-0.011, 0.008, 0.015], [0.002, -0.004, -0.030], [-0.001, -0.001, -0.004], [-0.005, 0.000, 0.004], [0.008, 0.002, -0.007], [-0.009, -0.001, -0.002], [-0.003, -0.005, 0.003], [0.007, 0.002, 0.007], [-0.021, 0.008, 0.013], [-0.002, 0.007, -0.014]], "mulliken_spin": [0.94, 0.00, 0.01, -0.01, 0.04, 0.00, 0.00, 0.00, 0.00, 0.00, -0.01, 0.01, -0.02, 0.00, 0.00, 0.00, 0.00, 0.00, 0.00, 0.00, 0.01, 0.00, 0.00, 0.00, 0.00, 0.00, 0.00, 0.00, 0.00, 0.00, 0.00, 0.00, 0.00, 0.00, 0.00, 0.00, 0.01, 0.01, 0.00, 0.00, 0.00, 0.00, 0.00, 0.00, 0.00, 0.00, 0.00, 0.00, 0.00, 0.00, 0.02, 0.01, 0.00, 0.00, 0.00, 0.00, 0.00, 0.00, 0.00, 0.00, 0.00, 0.00, 0.00, 0.00, 0.00, 0.00, 0.00, -0.01, 0.00, 0.00, 0.00, 0.00, 0.00, 0.00, 0.00, 0.00, 0.00, 0.00, 0.00, 0.00, 0.00, 0.00, 0.00, 0.00, 0.00, 0.00, 0.00, 0.00]}

=====

Entry 2:
{"formula": "C2H6F2OSSn", "method": "ωB97M-V with the def2-TZVPD basis set", "multiplicity": 1, "homo_energy_ev": -9.83, "gap_ev": 7.09, "largest_force_ha_per_bohr": 0.054, "species": ["Sn", "F", "F", "C", "S", "O", "C", "H", "H", "H", "H", "H", "H"], "coordinates": [[1.49205, -3.18974, 0.19453], [4.27756, -3.77652, -0.15241], [-0.75273, -4.19547, 1.72662], [-1.64932, 1.29955, 0.71885], [0.17004, 0.98070, 0.51052], [0.40922, -0.49782, 0.80241], [0.48720, 1.29197, -1.27910], [-2.18028, 0.39654, 0.41907], [-1.98872, 2.27808, 0.38697], [-1.82659, 1.31517, 1.79646], [1.49246, 1.65747, -1.47633], [-0.27603, 1.97112, -1.66387], [0.34512, 0.46896, -1.98373]], "forces_ev_per_angstrom": [[0.134, -0.725, 1.297], [-2.713, 0.577, 0.375], [2.176, 0.881, -1.452], [0.629, -0.899, 0.666], [0.275, -0.241, -0.073], [-0.180, 0.403, -0.614], [-1.031, -0.193, -0.608], [-0.168, 0.334, -0.719], [0.150, -0.238, -0.670], [0.537, 0.001, 0.134], [-0.039, 0.234, 0.555], [0.253, 0.555, 0.389], [-0.024, -0.688, 0.719]], "lowdin_charge": [1.53, -0.77, -0.75, -0.23, 0.87, -0.72, -0.25, 0.06, 0.06, 0.05, 0.05, 0.05, 0.05]}

=====

Entry 3:
{"formula": "C20H26MgN3O6P", "method": "ωB97M-V with the def2-TZVPD basis set", "multiplicity": 1, "homo_energy_ev": -7.85, "gap_ev": 6.49, "largest_force_ha_per_bohr": 0.061, "species": ["C", "C", "C", "C", "C", "C", "C", "C", "N", "Mg", "C", "P", "H", "H", "H", "H", "H", "H", "H", "H", "C", "C", "H", "C", "C", "H", "H", "H", "H", "H", "H", "H", "H", "H", "H", "H", "H", "H", "H", "O", "C", "O", "C", "C", "C", "C", "C", "C", "N", "O", "O", "N", "O", "O", "H", "H", "H"], "coordinates": [[-0.46148, 0.35427, -4.91010], [-1.55011, 0.69505, -4.11703], [-1.45078, 0.61285, -2.70363], [-0.26737, 0.19555, -2.11411], [0.82334, -0.11456, -2.90990], [0.74642, -0.01146, -4.31925], [-2.63758, 1.02395, -1.87520], [-3.24510, -0.01570, -0.90816], [-2.28013, -0.98674, -0.31475], [-0.33854, 0.06589, 0.09322], [2.07559, -0.64975, -2.27193], [1.55500, -1.60811, -0.76501], [-2.49646, 1.02141, -4.55702], [1.62327, -0.27323, -4.90987], [-0.55588, 0.36874, -5.99895], [2.71906, 0.15761, -1.88628], [2.64576, -1.30616, -2.94703], [-2.38093, 1.90613, -1.26198], [-3.44104, 1.31539, -2.56412], [-3.71521, 0.53733, -0.08092], [3.18755, -1.95342, -0.00041], [1.28296, -3.21844, -1.61868], [-4.02543, -0.60152, -1.42991], [-2.12783, -2.15897, -1.20505], [-2.79286, -1.48352, 0.98257], [1.56395, 0.41900, 1.65433], [-3.10497, -2.66716, -1.29818], [-1.77057, -1.85287, -2.19497], [-1.40014, -2.84992, -0.75864], [-3.73192, -2.05064, 0.83916], [-2.03052, -2.14566, 1.41525], [-2.93774, -0.63824, 1.66799], [2.22462, -3.59064, -2.05756], [0.91073, -3.93277, -0.87039], [0.51347, -3.12584, -2.39864], [3.85654, -2.50702, -0.67560], [3.63981, -1.00023, 0.30082], [2.98696, -2.54104, 0.90624], [1.36572, -0.29391, 1.83566], [-1.32417, 0.73935, 2.53853], [-0.81374, 1.77803, 2.04647], [-0.61266, 1.95232, 0.76767], [-0.29664, 2.85565, 2.99284], [0.61060, 3.81843, 2.52296], [1.36642, 4.60230, 3.42152], [1.15982, 4.52643, 4.80818], [0.20053, 3.61499, 5.27765], [-0.51715, 2.78294, 4.38550], [-0.03767, 3.52098, 6.69805], [0.63241, 4.25017, 7.46400], [-0.90574, 2.72154, 7.10894], [2.41564, 5.43343, 2.89522], [2.60102, 5.42150, 1.65870], [3.10328, 6.12106, 3.67940], [0.77069, 3.91326, 1.45012], [1.71049, 5.16194, 5.49255], [-1.21921, 2.06173, 4.79251]], "forces_ev_per_angstrom": [[0.227, 0.090, -0.292], [-0.181, -0.160, 0.976], [-0.102, 0.266, -1.698], [0.377, 0.338, 1.495], [-0.239, 0.042, -1.607], [-0.143, -0.345, 0.776], [-0.262, 0.251, 0.279], [-0.001, -0.251, -0.057], [-0.116, -0.050, 0.467], [-0.874, 0.313, -1.140], [0.018, 0.201, 0.836], [0.855, -0.492, -1.050], [0.297, -0.155, -0.050], [-0.225, 0.071, -0.104], [0.078, 0.101, 0.325], [0.002, -0.119, -0.348], [-0.015, 0.264, 0.264], [0.047, -0.235, -0.354], [0.072, 0.128, 0.274], [0.073, -0.292, -0.243], [-0.201, -0.027, 0.328], [-0.445, -0.302, 0.364], [0.131, 0.177, 0.239], [0.034, 0.141, 0.024], [-0.106, 0.099, -0.062], [-0.112, -0.437, 0.233], [0.293, 0.054, -0.028], [-0.133, -0.071, 0.314], [-0.215, 0.108, -0.141], [0.247, 0.173, 0.143], [-0.278, 0.041, -0.008], [-0.030, -0.383, -0.235], [-0.405, 0.197, 0.180], [0.174, -0.049, -0.301], [0.285, 0.077, 0.203], [-0.173, 0.238, 0.248], [0.038, -0.266, -0.048], [0.328, 0.051, -0.179], [0.192, 0.593, -0.036], [0.946, 1.123, -0.768], [-0.570, -0.414, -0.583], [0.163, -0.533, 1.949], [0.607, 0.518, 0.782], [0.268, -0.075, 0.195], [-1.460, -1.256, 0.620], [-0.254, -0.214, -0.420], [0.047, 0.068, -2.053], [0.401, 0.194, 0.133], [-0.534, -0.119, 3.036], [-1.187, -1.353, -1.722], [1.629, 1.446, -1.053], [2.151, 1.918, -1.286], [-0.435, -0.056, 2.307], [-1.488, -1.432, -1.214], [0.066, -0.065, 0.306], [-0.008, -0.184, -0.108], [0.145, 0.054, -0.108]], "lowdin_charge": [-0.10, -0.05, -0.28, -0.16, -0.35, -0.05, -0.14, -0.17, -0.32, 0.60, -0.31, 0.83, 0.10, 0.10, 0.10, 0.09, 0.09, 0.11, 0.11, 0.13, -0.30, -0.27, 0.13, -0.08, -0.09, 0.10, 0.10, 0.09, 0.07, 0.10, 0.09, 0.07, 0.05, 0.04, 0.05, 0.05, 0.04, 0.04, 0.08, -0.01, -0.58, -0.11, -0.08, 0.09, -0.12, 0.11, -0.11, 0.10, -0.31, 0.07, 0.07, -0.32, 0.07, 0.07, 0.13, 0.13, 0.13]}

=====

| no. | electronic energy (eV) |
| --- | --- |
| 1 | -101452.0499 |
| 2 | -26315.4907 |
| 3 | -52646.1425 |